{"formula": "C4H8N2OS", "method": "ωB97M-V/def2-TZVPD", "elements": ["C", "C", "C", "C", "N", "N", "O", "S", "H", "H", "H", "H", "H", "H", "H", "H"], "coordinates": [[-1.103653, 0.126896, -0.756927], [-1.440687, 1.336592, -0.018815], [0.877271, -0.170418, 0.197118], [1.194677, -1.592793, 0.357366], [-1.760011, -0.548341, -1.596348], [0.423042, 0.630548, 1.257913], [-0.353178, 1.759046, 0.819639], [1.921712, 0.651727, -0.995071], [-1.601950, 2.149015, -0.637948], [-2.266445, 1.106171, 0.696879], [2.248982, -1.591862, 0.720909], [0.904005, -2.129590, -0.626677], [0.732541, -2.105198, 1.124111], [-1.485835, -1.403203, -1.978756], [-0.002178, -0.024288, 1.869552], [1.711703, 1.805701, -0.432944]], "forces_ev_per_a": [[0.61, 0.66, 0.57], [0.54, -2.18, 2.62], [-1.27, 2.38, -1.06], [1.17, -0.11, -1.80], [0.16, 0.00, -0.07], [1.13, -0.10, -1.76], [1.21, -1.06, 0.66], [-0.05, -1.15, 0.00], [-0.77, 1.83, -1.22], [-0.28, 0.52, -0.59], [-0.25, -0.59, -1.15], [1.22, 0.71, 1.55], [-1.78, -0.76, 1.67], [-0.02, -1.41, -0.83], [-1.46, 0.10, 1.13], [-0.16, 1.16, 0.26]], "e_tot_ha": -739.8601, "spin_multiplicity": 3, "lumo_energy_ev": [0.67, -1.37], "de_lowest_ev": 4.951, "mol_weight_g_mol": 132.188, "largest_force_ev_per_a": 3.449}

{"formula": "C4H8N2P", "method": "ωB97M-V/def2-TZVPD", "elements": ["C", "C", "C", "C", "N", "N", "P", "H", "H", "H", "H", "H", "H", "H", "H"], "coordinates": [[2.314267, 0.497876, -0.068260], [1.422178, 1.417943, -0.027474], [2.133164, -0.964177, -0.079226], [-0.561708, -0.445460, 0.220349], [-1.311802, -0.368245, 1.378066], [-1.434615, -0.504159, -0.915981], [0.682956, -1.856650, 0.170844], [3.286774, 0.688924, 0.124510], [0.830127, 2.351490, -0.031367], [3.114385, -1.619631, 0.006035], [-0.674082, -0.399226, 2.260579], [-1.894882, 0.448457, 1.488376], [-2.118031, 0.382051, -0.882340], [-1.842821, -1.484426, -1.054878], [-0.972503, -0.585712, -1.785285]], "forces_ev_per_a": [[-1.46, -1.69, 0.17], [-3.21, 0.71, -0.38], [0.00, -2.24, 0.88], [2.45, -0.32, 0.68], [1.62, 0.08, 2.67], [-3.13, 0.44, -0.53], [1.27, 1.23, -0.29], [3.40, 1.21, 0.25], [1.18, -0.88, 0.09], [-2.07, 1.48, -0.51], [-1.56, -0.12, -2.10], [-0.28, 0.22, -0.11], [1.27, -2.88, -0.62], [-1.00, 1.38, 1.23], [1.51, 1.39, -1.41]], "e_tot_ha": -607.5995, "spin_multiplicity": 1, "total_charge": 1, "lumo_energy_ev": [-4.68, -4.52], "de_lowest_ev": 6.023, "mol_weight_g_mol": 115.096, "largest_force_ev_per_a": 3.622}

{"formula": "C4H8N2S", "method": "ωB97M-V/def2-TZVPD", "elements": ["C", "C", "C", "C", "H", "H", "H", "H", "H", "H", "H", "H", "N", "N", "S"], "coordinates": [[-0.117799, -1.077118, 0.720950], [-1.902535, -0.119285, -0.699236], [0.114503, 1.149358, -0.272434], [2.395196, 0.698493, 0.306027], [0.471874, -1.784373, 0.108621], [0.523304, -0.692503, 1.522490], [-0.981261, -1.610600, 1.150983], [-2.177697, 0.794510, -1.230431], [-2.643572, -0.310027, 0.051089], [-1.906014, -0.948750, -1.377519], [-0.422013, 1.931926, -0.814740], [3.036993, 1.065828, 1.078349], [-0.593833, 0.034896, -0.085692], [1.302598, 1.447338, 0.167789], [2.900252, -0.579700, -0.626242]], "forces_ev_per_a": [[0.11, -0.31, -0.06], [0.31, 0.73, 0.02], [0.57, 0.10, -0.04], [-0.30, -0.53, -0.61], [-0.15, 0.33, 0.28], [-0.16, -0.17, -0.19], [0.28, 0.33, -0.13], [0.09, -0.16, 0.01], [-0.46, -0.08, 0.54], [0.08, -0.45, -0.53], [0.03, -0.13, 0.13], [0.52, 0.18, 0.49], [0.02, -0.03, 0.09], [-0.77, -0.11, -0.20], [-0.18, 0.31, 0.21]], "e_tot_ha": -664.8767, "smiles": "CN(C)/C=N\\C=S", "spin_multiplicity": 1, "lumo_energy_ev": 0.53, "de_lowest_ev": 1.526, "mol_weight_g_mol": 116.189, "largest_force_ev_per_a": 0.859}

{"formula": "C4H8N2S", "method": "ωB97M-V/def2-TZVPD", "elements": ["C", "C", "C", "C", "H", "H", "H", "H", "H", "H", "H", "H", "N", "N", "S"], "coordinates": [[-0.889287, -2.146929, -1.011721], [1.395618, -0.399212, -1.097098], [-0.685198, 1.220952, 0.709758], [0.340416, 1.820880, 1.659799], [-1.301541, -1.403789, -1.746097], [-1.170503, -3.157492, -1.394119], [-1.342563, -1.989359, -0.071598], [2.427746, -0.290356, -1.376040], [-1.725961, 1.190905, 1.018679], [0.953425, 1.046836, 2.109141], [1.024357, 2.461599, 1.042830], [-0.229345, 2.364660, 2.386779], [0.784528, 0.703308, -0.916374], [-0.503944, 0.663584, -0.395549], [0.922252, -2.085588, -0.918390]], "forces_ev_per_a": [[-0.35, -0.01, -2.10], [-0.72, 0.35, 0.23], [0.10, 0.08, 1.35], [0.01, 0.09, -1.95], [0.60, -0.70, 0.77], [0.47, 0.66, 0.36], [-0.41, 0.22, 1.02], [0.35, -0.19, -0.38], [-0.03, 0.17, 0.21], [0.00, -0.11, 0.19], [-0.56, -0.34, 0.75], [0.20, 0.45, 0.56], [0.03, -0.21, 0.79], [0.37, -0.43, -1.76], [-0.07, -0.04, -0.04]], "e_tot_ha": -664.8447, "smiles": "C/C=N\\N=C/SC", "spin_multiplicity": 1, "lumo_energy_ev": 0.86, "de_lowest_ev": 2.396, "mol_weight_g_mol": 116.189, "largest_force_ev_per_a": 2.129}

{"formula": "C4H8N2S", "method": "ωB97M-V/def2-TZVPD", "elements": ["C", "C", "C", "C", "H", "H", "H", "H", "H", "H", "H", "H", "N", "N", "S"], "coordinates": [[2.147259, -1.387794, -0.240286], [0.780380, -1.171226, 0.268420], [-0.805347, 2.028549, -0.099268], [-1.962053, -0.168772, 0.011340], [2.006057, -0.633254, -1.169177], [2.280093, -2.521267, -0.163338], [3.016356, -0.939296, 0.468822], [0.373552, -1.606900, 1.129004], [-0.438684, 2.571251, -0.964000], [-1.776575, 2.064562, 0.209491], [-0.208957, 2.421430, 0.772168], [-2.639382, 0.615248, 0.243567], [0.405200, 0.008049, -0.217205], [-0.845263, 0.544854, -0.091858], [-2.332641, -1.825438, -0.157677]], "forces_ev_per_a": [[1.49, 0.44, 0.68], [0.19, 5.42, -0.81], [1.81, -1.18, 1.97], [-0.10, -0.90, -0.11], [1.60, -2.76, 1.34], [0.44, 1.46, -1.42], [-2.15, -0.93, -1.36], [-1.10, -1.13, 0.68], [-0.49, -0.63, -0.53], [-2.87, 2.31, 0.15], [-0.32, -0.73, -0.77], [-2.04, -0.18, -0.13], [0.16, -2.43, -0.52], [2.66, -0.91, 0.44], [0.71, 2.15, 0.38]], "e_tot_ha": -664.7635, "smiles": "C/C=N/N(C)C=S", "spin_multiplicity": 1, "lumo_energy_ev": 0.16, "de_lowest_ev": 4.606, "mol_weight_g_mol": 116.189, "largest_force_ev_per_a": 5.486}

{"formula": "C4H8N2S", "method": "ωB97M-V/def2-TZVPD", "elements": ["C", "C", "C", "C", "N", "N", "S", "H", "H", "H", "H", "H", "H", "H", "H"], "coordinates": [[-1.726132, -0.719508, -0.417369], [-0.552220, -0.415504, 0.557173], [0.823174, 1.628919, -1.303425], [1.481570, -0.425548, 1.269434], [-0.223098, 1.765014, -1.845096], [0.640011, -0.430055, 0.121677], [2.228858, 1.642407, -0.565959], [-2.486093, -1.005316, 0.289250], [-1.346438, -1.645291, -0.898309], [-1.005554, 0.109641, 1.448739], [1.088335, 0.315254, 2.050168], [1.581825, -1.364087, 1.860450], [2.500519, -0.245140, 0.962258], [-2.144643, -0.289109, -1.312619], [-0.860115, 1.078321, -2.216370]], "forces_ev_per_a": [[1.96, -3.17, 1.43], [-10.93, 0.54, 0.56], [1.77, 0.42, 0.65], [1.58, -1.24, 1.07], [-0.81, -0.09, -0.57], [6.16, 0.56, 0.39], [-0.12, 1.39, -1.15], [-0.92, -0.14, -0.32], [-0.48, -0.30, 0.18], [1.49, 0.39, -0.93], [0.61, -0.59, -1.26], [-0.74, -0.04, -0.35], [0.23, 0.43, 0.23], [0.14, 1.70, 0.00], [0.05, 0.14, 0.09]], "e_tot_ha": -664.6600, "spin_multiplicity": 3, "lumo_energy_ev": [0.93, -2.64], "de_lowest_ev": 3.794, "mol_weight_g_mol": 116.189, "largest_force_ev_per_a": 10.953}